Density functional theory data (ωB97M-V with the def2-TZVPD basis set) for C14H23OSbZn as an isolated structure.

Structure (ORCA input):
```
! RIJCOSX wB97M-V def2-TZVPD def2/J DEFGRID3
* xyz 2 1
Zn -1.00 -0.22 -1.46
C -1.94 2.88 0.31
C -2.38 1.73 -0.54
C -2.32 1.81 -1.95
C -2.87 0.79 -2.75
C -3.43 -0.34 -2.16
C -3.42 -0.47 -0.77
C -2.90 0.56 0.03
H -2.81 3.51 0.53
H -1.20 3.51 -0.19
H -1.54 2.55 1.27
H -1.93 2.70 -2.42
H -2.88 0.91 -3.83
H -3.90 -1.10 -2.78
H -3.86 -1.34 -0.30
H -2.94 0.48 1.10
O -0.20 -2.98 -3.25
C -0.73 -2.04 -2.97
C 3.83 -1.77 -0.08
C 2.86 -1.00 -0.99
Sb 1.11 -0.42 0.06
C 1.51 1.39 1.08
C 2.85 1.33 1.80
C 0.75 -1.89 1.55
C -0.47 -1.55 2.41
H 4.72 -2.04 -0.65
H 3.39 -2.69 0.30
H 4.16 -1.17 0.76
H 2.53 -1.61 -1.84
H 3.29 -0.08 -1.38
H 0.67 1.53 1.76
H 1.47 2.18 0.32
H 2.90 0.51 2.52
H 3.01 2.26 2.35
H 3.68 1.23 1.10
H 1.67 -1.93 2.13
H 0.65 -2.84 1.02
H -0.39 -0.57 2.87
H -0.56 -2.28 3.21
H -1.39 -1.59 1.83
*
```

Highest occupied orbital energy = -16.443 eV
Electronic energy = -71877.7716 eV
LUMO = -7.24 eV

=====

Density functional theory data (ωB97M-V with the def2-TZVPD basis set) for a 2-piece molecular cluster, C3H4O3S overall at a distorted geometry.

Structure (ORCA input):
```
! RIJCOSX wB97M-V def2-TZVPD def2/J DEFGRID3
* xyz 0 1
C 0.81 -2.41 -0.91
C 0.08 -1.50 -0.68
C 0.84 1.15 0.58
O -1.75 1.09 -1.27
O -2.65 0.01 0.79
O -0.44 1.40 0.96
S -1.56 0.49 -0.01
H 1.07 -3.44 -0.87
H 1.15 1.93 -0.11
H 0.99 0.10 -0.01
H 1.46 1.20 1.54
*
```

Highest occupied orbital energy (spin up / spin down) = -10.470 / -10.466 eV
Electronic energy = -20146.1363 eV
LUMO (spin up / spin down) = -2.63 / -2.63 eV

=====

Density functional theory data (ωB97M-V with the def2-TZVPD basis set) for BaH14O7 as an isolated structure.

Structure (ORCA input):
```
! RIJCOSX wB97M-V def2-TZVPD def2/J DEFGRID3
* xyz 2 1
Ba 0.24 -0.47 0.04
O -1.94 0.00 1.55
H -2.36 0.88 1.59
H -2.32 -0.49 2.29
O 0.70 0.03 -2.60
H 1.54 -0.24 -3.01
H 0.32 0.67 -3.22
O -0.46 2.10 -0.72
H -0.95 2.44 -1.48
H -0.60 2.74 -0.01
O -1.96 -1.02 -1.43
H -2.54 -1.76 -1.68
H -2.25 -0.29 -1.99
O -0.56 -2.67 1.24
H -0.47 -2.81 2.20
H -0.88 -3.52 0.90
O 2.78 0.59 -0.36
H 2.82 1.50 -0.69
H 3.69 0.26 -0.45
O 1.42 0.56 2.39
H 2.23 0.99 2.08
H 1.53 0.50 3.35
*
```

Highest occupied orbital energy = -18.847 eV
Electronic energy = -15243.1195 eV
LUMO = -6.32 eV

=====

Density functional theory data (ωB97M-V with the def2-TZVPD basis set) for a 4-piece molecular cluster, C21H36FNO8 overall.

Structure (ORCA input):
```
! RIJCOSX wB97M-V def2-TZVPD def2/J DEFGRID3
* xyz 0 1
C -3.89 -0.28 4.99
C -2.60 -0.87 4.41
C -2.58 -1.01 2.89
C -2.61 0.28 2.07
C -3.99 0.92 1.92
O -1.74 1.24 2.70
C -0.55 1.59 2.20
O 0.28 2.08 2.91
N -0.39 1.36 0.81
C 0.99 1.00 0.44
C 1.01 0.01 -0.73
C 0.42 -1.35 -0.39
F 1.45 -2.27 -0.14
H -3.97 -0.54 6.05
H -4.77 -0.66 4.47
H -3.88 0.81 4.94
H -2.48 -1.89 4.82
H -1.73 -0.30 4.74
H -3.42 -1.64 2.56
H -1.66 -1.56 2.61
H -2.25 0.05 1.07
H -3.95 1.69 1.15
H -4.75 0.17 1.69
H -4.24 1.42 2.86
H -0.67 2.19 0.31
H 1.56 1.89 0.16
H 1.48 0.54 1.30
H 0.54 0.43 -1.62
H 2.06 -0.16 -0.98
H -0.21 -1.31 0.51
H -0.18 -1.75 -1.21
O 2.38 2.49 -5.31
C 2.85 1.49 -4.84
O 2.13 0.34 -4.74
C 2.89 -0.67 -4.06
C 4.35 -0.26 -4.23
C 4.24 1.26 -4.28
H 2.59 -0.67 -3.01
H 2.65 -1.63 -4.49
H 5.00 -0.63 -3.44
H 4.73 -0.63 -5.18
H 4.28 1.71 -3.28
H 4.99 1.73 -4.91
O 7.47 0.63 -3.37
C 7.92 -0.37 -2.91
O 7.19 -1.51 -2.81
C 7.94 -2.53 -2.12
C 9.41 -2.13 -2.28
C 9.30 -0.60 -2.33
H 7.63 -2.53 -1.07
H 7.70 -3.49 -2.56
H 10.04 -2.51 -1.49
H 9.79 -2.51 -3.23
H 9.33 -0.15 -1.34
H 10.05 -0.13 -2.96
O -6.89 -1.13 2.41
C -7.53 -0.15 2.19
O -7.33 1.01 2.86
C -8.29 2.00 2.45
C -8.77 1.55 1.07
C -8.65 0.03 1.18
H -9.11 2.01 3.18
H -7.80 2.97 2.45
H -9.76 1.91 0.82
H -8.08 1.92 0.31
H -9.55 -0.43 1.59
H -8.39 -0.47 0.25
*
```

Highest occupied orbital energy = -9.572 eV
Electronic energy = -42949.3699 eV
LUMO = 0.55 eV
SMILES = CCC[C@@H](C)OC(=O)NCCCF.O=C1CCCO1.O=C1CCCO1.O=C1CCCO1